# 1
C43H46AuN2O6PS as an isolated structure. Source: the Open Molecules 2025 dataset; level of theory: ωB97M-V/def2-TZVPD.

Last column: Löwdin charge in e.
CARTESIAN COORDINATES (ANGSTROEM)
1 Au -0.95029 -0.26815 0.15110  1.156
2 C -5.37201 2.58535 -1.22361  -0.043
3 C -3.97812 3.16166 -1.27224  -0.257
4 C -3.82371 4.43341 -1.81193  -0.048
5 C -2.58400 5.05654 -1.87736  -0.062
6 C -1.46244 4.41826 -1.38111  -0.054
7 C -1.58028 3.14678 -0.83967  -0.059
8 C -2.81919 2.51203 -0.79992  -0.278
9 P -2.88420 0.87519 -0.03015  1.045
10 C -3.95494 -0.14781 -1.07307  -0.329
11 C -3.50302 -0.20541 -2.39242  -0.108
12 C -4.14171 -0.99640 -3.32871  -0.073
13 C -5.24127 -1.74609 -2.94021  -0.072
14 C -5.67684 -1.70485 -1.62564  -0.049
15 C -5.04656 -0.91868 -0.66340  -0.264
16 C -5.58067 -0.93590 0.74452  -0.031
17 C -3.38689 1.08565 1.69040  -0.311
18 C -4.22613 2.07592 2.18001  -0.068
19 C -4.39150 2.20148 3.55125  -0.068
20 C -3.70674 1.35262 4.40984  -0.062
21 C -2.85405 0.37449 3.91506  -0.026
22 C -2.68624 0.23236 2.54531  -0.304
23 C -1.81334 -0.81927 1.92038  -0.202
24 H -6.10077 3.39505 -1.24850  0.084
25 H -5.56112 2.00007 -0.32347  0.052
26 H -5.56746 1.92997 -2.07434  0.090
27 H -4.70201 4.95062 -2.17975  0.111
28 H -2.50522 6.04796 -2.30515  0.107
29 H -0.49022 4.89459 -1.40476  0.110
30 H -0.70040 2.65662 -0.42805  0.066
31 H -2.63113 0.36903 -2.68831  0.113
32 H -3.77676 -1.03244 -4.34610  0.109
33 H -5.75859 -2.36833 -3.65921  0.105
34 H -6.53627 -2.29495 -1.32975  0.109
35 H -6.46082 -1.57492 0.79759  0.080
36 H -5.86814 0.05759 1.09002  0.072
37 H -4.84484 -1.31893 1.45400  0.078
38 H -4.71652 2.76795 1.50685  0.103
39 H -5.02889 2.97903 3.95022  0.107
40 H -3.81760 1.47174 5.47997  0.108
41 H -2.30300 -0.26313 4.59518  0.118
42 H -2.40285 -1.71135 1.69029  0.061
43 H -0.97470 -1.10872 2.55346  0.081
44 C -2.69397 -5.51843 -0.89776  -0.057
45 C -2.40870 -4.09381 -1.01983  -0.234
46 N -2.16298 -2.97707 -1.11299  0.179
47 H -1.78840 -6.04897 -0.60961  0.086
48 H -3.04491 -5.90907 -1.85099  0.084
49 H -3.45942 -5.68217 -0.14159  0.082
50 C 5.62007 -6.32062 3.84452  -0.050
51 C 5.32759 -5.78642 2.46960  -0.268
52 C 6.25602 -4.99271 1.79877  -0.031
53 C 5.99669 -4.51445 0.52663  -0.044
54 C 4.79234 -4.83187 -0.08462  -0.292
55 C 3.85193 -5.61698 0.56167  -0.048
56 C 4.12635 -6.08945 1.83555  -0.036
57 S 4.47897 -4.24232 -1.71855  0.631
58 O 5.60049 -4.52808 -2.56725  -0.292
59 O 3.17274 -4.72010 -2.09255  -0.302
60 N 4.50852 -2.62159 -1.48220  -0.137
61 C 3.36248 -1.97129 -0.83853  -0.196
62 C 2.19645 -1.72176 -1.79500  -0.078
63 C 0.99397 -1.17095 -1.10448  -0.637
64 O 0.25638 -0.29044 -1.64782  -0.093
65 O 0.64698 -1.62545 0.03757  -0.102
66 H 6.47867 -5.81952 4.28909  0.075
67 H 5.84009 -7.38933 3.80499  0.085
68 H 4.76522 -6.18677 4.50807  0.080
69 H 7.19293 -4.74413 2.28216  0.113
70 H 6.71675 -3.89549 0.00803  0.120
71 H 2.91960 -5.84605 0.06437  0.111
72 H 3.39279 -6.70116 2.34760  0.115
73 H 4.88063 -2.15477 -2.30079  0.119
74 H 3.69551 -1.03022 -0.40968  0.105
75 H 3.04045 -2.59691 -0.00565  0.123
76 H 1.89821 -2.66565 -2.25846  0.119
77 H 2.47409 -1.02718 -2.58932  0.127
78 C 3.89019 7.03863 -0.74719  -0.062
79 C 3.34708 5.66397 -0.45800  -0.280
80 C 3.00565 4.79763 -1.48782  -0.022
81 C 2.53237 3.51303 -1.23406  -0.210
82 C 2.20847 2.57601 -2.36852  -0.026
83 C 2.38394 3.09736 0.08789  -0.068
84 C 2.73148 3.94456 1.13946  -0.208
85 C 2.57192 3.47662 2.56092  -0.034
86 C 3.20813 5.21715 0.85159  -0.016
87 C 1.81257 1.72053 0.37405  -0.637
88 O 2.56567 0.74060 0.30009  0.021
89 O 0.57833 1.71392 0.67105  -0.116
90 H 3.66363 7.34539 -1.76856  0.069
91 H 4.97572 7.06616 -0.62723  0.079
92 H 3.46867 7.78220 -0.06906  0.073
93 H 3.12412 5.12217 -2.51748  0.110
94 H 2.55846 2.97904 -3.31940  0.075
95 H 1.13460 2.39698 -2.45072  0.075
96 H 2.67211 1.60169 -2.20848  0.073
97 H 1.52984 3.22408 2.76715  0.080
98 H 2.89031 4.24390 3.26657  0.071
99 H 3.15999 2.57403 2.73739  0.088
100 H 3.47368 5.87890 1.67079  0.113

Gap between HOMO and LUMO = 6.80 eV
E_tot = -3102.369576 Ha
LUMO energy = -0.679 eV
Multiplicity = 1
F_max = 0.311 eV/A
Highest occupied orbital energy = -7.5 eV
Energy relative to the best compared isomer or geometry (same formula, charge and spin) = 26.62 kJ/mol

# 2
A 3-piece molecular cluster, C3H11NO3S overall in a non-equilibrium geometry. Source: the Open Molecules 2025 dataset; level of theory: ωB97M-V/def2-TZVPD.

Last column: natural (NBO) charge in e.
CARTESIAN COORDINATES (ANGSTROEM)
1 N -0.12174 -0.97514 1.82923  -0.833
2 C -0.04600 -0.88992 0.36672  -0.182
3 C 1.40035 -0.60950 0.04575  0.442
4 O 1.79864 0.08128 -0.86099  -0.539
5 C -0.97453 0.18593 -0.28647  -0.600
6 S -2.53024 -0.50187 -0.67954  -0.025
7 H 0.19475 -0.08769 2.18832  0.365
8 H -1.04982 -1.25487 2.10150  0.373
9 H -0.33676 -1.85837 -0.05986  0.228
10 H 2.09951 -0.82365 0.87383  0.119
11 H -1.13069 0.88755 0.52333  0.272
12 H -0.45568 0.56374 -1.17447  0.240
13 H -3.12787 -0.30255 0.56253  0.123
14 O 1.43982 -0.99557 -3.31422  -0.941
15 H 0.50644 -0.96489 -3.07492  0.465
16 H 1.82303 -0.13295 -3.16687  0.481
17 O -0.06392 2.26681 1.48490  -0.951
18 H 0.87458 2.22280 1.27871  0.479
19 H -0.29988 3.18884 1.36252  0.484

Gap between HOMO and LUMO = 9.24 eV
E_tot = -799.523298 Ha
LUMO energy = 0.313 eV
Multiplicity = 1
F_max = 2.192 eV/A
Highest occupied orbital energy = -8.9 eV
Energy relative to the best compared isomer or geometry (same formula, charge and spin) = 174.39 kJ/mol

# 3
One molecule with the formula C4H7N3O in a non-equilibrium geometry. Source: the Open Molecules 2025 dataset; level of theory: ωB97M-V/def2-TZVPD.

Last column: natural (NBO) charge in e.
CARTESIAN COORDINATES (ANGSTROEM)
1 H 2.96550 -0.01159 -0.15015  0.369
2 N 2.13558 0.55302 -0.17315  -0.711
3 C 0.95268 0.08014 -0.08813  0.456
4 C 0.51327 -1.32311 0.11181  -0.503
5 C -0.98065 -1.22221 -0.04714  -0.526
6 C -1.42657 0.15049 -0.06258  0.673
7 O -2.57749 0.45080 -0.11631  -0.545
8 N -0.23757 0.81316 -0.22093  -0.317
9 N -0.31113 2.30692 0.14710  -0.680
10 H 1.06815 -1.47938 1.06133  0.250
11 H 0.82007 -1.95387 -0.77129  0.241
12 H -1.58692 -1.64281 0.86667  0.245
13 H -1.38650 -1.95950 -0.77295  0.256
14 H 0.21309 2.28097 0.99636  0.381
15 H -0.16151 2.95697 -0.78065  0.411

Gap between HOMO and LUMO = 10.48 eV
E_tot = -396.041254 Ha
LUMO energy = 0.722 eV
Multiplicity = 1
F_max = 6.611 eV/A
Highest occupied orbital energy = -9.8 eV
Energy relative to the best compared isomer or geometry (same formula, charge and spin) = 281.34 kJ/mol

# 4
One molecule with the formula C5H11N in a non-equilibrium geometry. Source: the Open Molecules 2025 dataset; level of theory: ωB97M-V/def2-TZVPD.

Last column: natural (NBO) charge in e.
CARTESIAN COORDINATES (ANGSTROEM)
1 C 1.63989 1.45408 0.50535  -0.448
2 N 1.55558 -0.03424 0.21349  -0.613
3 C 0.14223 -0.43516 0.10352  -0.266
4 C -0.78308 0.47007 -0.53519  -0.004
5 C -2.25202 0.23761 -0.45027  -0.726
6 C -0.31617 -1.80842 0.16152  -0.648
7 H 1.93822 1.90775 -0.47912  0.197
8 H 0.74970 1.90281 1.01424  0.202
9 H 2.41868 1.54017 1.29626  0.208
10 H 1.84857 -0.35518 -0.75843  0.357
11 H -0.58815 0.98492 -1.47870  0.208
12 H -2.90549 0.83719 -1.07398  0.235
13 H -2.43913 -0.91136 -0.54219  0.290
14 H -1.80837 0.41489 0.55320  0.291
15 H -0.05818 -2.41774 -0.75178  0.182
16 H -0.41000 -2.54117 0.96275  0.208
17 H -0.22004 -0.63181 1.05378  0.325

Gap between HOMO and LUMO = 5.97 eV
E_tot = -251.528991 Ha
LUMO energy = -0.841 eV
Multiplicity = 1
F_max = 4.967 eV/A
Highest occupied orbital energy = -6.8 eV
Energy relative to the best compared isomer or geometry (same formula, charge and spin) = 875.71 kJ/mol

# 5
One molecule with the formula C16H17ClN2O3S. Source: the Open Molecules 2025 dataset; level of theory: ωB97M-V/def2-TZVPD.

Last column: natural (NBO) charge in e.
CARTESIAN COORDINATES (ANGSTROEM)
1 O 3.07668 1.93376 1.26759  -0.930
2 S 2.77456 0.54787 1.07027  2.329
3 O 3.32380 -0.42239 1.97068  -0.925
4 C 3.26736 0.10577 -0.60786  -0.383
5 C 2.34507 -0.17067 -1.59800  -0.193
6 C 2.77814 -0.49780 -2.87263  -0.206
7 C 4.13597 -0.54188 -3.15081  -0.183
8 C 5.06542 -0.25338 -2.16726  -0.257
9 C 4.62385 0.07475 -0.89136  0.080
10 Cl 5.72530 0.46132 0.35796  0.047
11 N 1.11312 0.37871 0.97574  -0.701
12 C 0.30759 1.45281 1.51376  -0.227
13 C -1.08617 1.37563 0.89601  -0.425
14 C -1.72833 0.00986 1.21829  0.244
15 O -1.86628 -0.14271 2.61627  -0.718
16 C -3.06969 -0.13025 0.51421  -0.086
17 C -3.20872 0.06816 -0.85611  -0.171
18 C -4.45479 -0.07645 -1.44033  -0.252
19 C -5.52745 -0.42056 -0.63123  0.031
20 N -5.40785 -0.62903 0.66678  -0.406
21 C -4.21568 -0.49196 1.21717  0.028
22 C -0.78860 -1.11807 0.75284  -0.407
23 C 0.60778 -0.92860 1.34004  -0.231
24 H 1.29602 -0.12126 -1.35643  0.234
25 H 2.05930 -0.71650 -3.64717  0.219
26 H 4.47443 -0.79781 -4.14330  0.222
27 H 6.12295 -0.27548 -2.37391  0.232
28 H 0.80397 2.38972 1.26240  0.243
29 H 0.23452 1.37218 2.60758  0.192
30 H -1.00655 1.50411 -0.18231  0.212
31 H -1.71227 2.17837 1.29334  0.216
32 H -2.34591 0.61538 2.96872  0.472
33 H -2.35709 0.33022 -1.46756  0.210
34 H -4.58931 0.07330 -2.50037  0.220
35 H -6.52317 -0.54043 -1.03662  0.194
36 H -4.16985 -0.69457 2.27895  0.203
37 H -0.74267 -1.12194 -0.33613  0.205
38 H -1.19662 -2.06991 1.09264  0.232
39 H 1.29994 -1.67420 0.94752  0.225
40 H 0.56122 -1.03607 2.43064  0.210

Gap between HOMO and LUMO = 9.94 eV
E_tot = -1813.500346 Ha
LUMO energy = 0.411 eV
Multiplicity = 1
F_max = 0.996 eV/A
Highest occupied orbital energy = -9.5 eV
Energy relative to the best compared isomer or geometry (same formula, charge and spin) = 160.28 kJ/mol

# 6
An isolated ion of composition C37H33F5N3OS and charge +1 in a non-equilibrium geometry. Source: the Open Molecules 2025 dataset; level of theory: ωB97M-V/def2-TZVPD.

Last column: Löwdin charge in e.
CARTESIAN COORDINATES (ANGSTROEM)
1 C 1.82197 -5.21055 -0.60249  -0.005
2 N 1.62681 -3.77801 -0.55024  -0.029
3 C 2.69919 -2.93478 -0.52339  -0.362
4 O 3.89130 -3.23435 -0.40297  0.078
5 C 2.18257 -1.49797 -0.67735  -0.154
6 C 2.61410 -0.85809 -2.00474  -0.044
7 C 4.08871 -0.67069 -1.94281  -0.096
8 C 4.95573 -1.42734 -2.72433  -0.130
9 F 4.44610 -2.35134 -3.58551  0.101
10 C 6.33144 -1.30480 -2.58291  -0.111
11 F 7.14972 -2.07785 -3.31723  0.127
12 C 6.85953 -0.40792 -1.65865  -0.112
13 F 8.18639 -0.31030 -1.49759  0.133
14 C 6.00704 0.38846 -0.90234  -0.121
15 F 6.50508 1.25884 -0.00946  0.115
16 C 4.63904 0.25864 -1.07045  -0.136
17 F 3.80230 0.99827 -0.29031  0.075
18 N 0.71173 -1.71226 -0.53798  -0.004
19 C -0.10536 -0.60250 -0.45074  -0.090
20 C -1.42011 -0.64849 -0.55281  -0.074
21 C -2.25891 0.59200 -0.36790  -0.215
22 C -3.61971 0.32197 -1.02500  -0.198
23 C -4.35485 1.37615 -1.56096  -0.050
24 C -5.65717 1.19413 -2.05689  -0.061
25 C -6.32540 -0.03581 -1.90025  -0.072
26 C -5.58537 -1.12605 -1.43792  -0.065
27 C -4.28533 -0.92038 -0.91484  -0.038
28 C 0.33402 -3.12522 -0.76174  -0.462
29 C -0.18100 -3.38300 -2.19583  0.006
30 C -0.70478 -3.71215 0.21560  -0.001
31 H 2.90457 -5.36337 -0.55456  0.100
32 H 1.30816 -5.68471 0.23566  0.091
33 H 1.42724 -5.66954 -1.51417  0.097
34 H 2.53173 -0.87890 0.17759  0.158
35 H 2.33787 -1.49888 -2.85911  0.132
36 H 2.06392 0.08203 -2.13908  0.130
37 H 0.48564 0.34768 -0.33846  0.120
38 H -1.92018 -1.57633 -0.81483  0.068
39 H -1.87284 1.50184 -0.90012  0.129
40 H -3.88843 2.36984 -1.60717  0.125
41 H -6.14305 2.02552 -2.57097  0.109
42 H -7.33042 -0.19419 -2.32292  0.114
43 H -5.98836 -2.14517 -1.46248  0.110
44 H -3.78273 -1.75572 -0.41933  0.100
45 H 0.62178 -3.20304 -2.92325  0.090
46 H -0.52084 -4.43088 -2.28269  0.089
47 H -1.03824 -2.73690 -2.44770  0.087
48 H -0.31168 -3.66457 1.24197  0.099
49 H -1.65548 -3.16438 0.18137  0.063
50 H -0.91160 -4.75861 -0.07248  0.093
51 C -0.15557 0.57610 3.48302  0.045
52 N 0.21044 1.53025 2.39715  -0.019
53 C 1.42822 2.26454 2.42950  -0.227
54 C 1.48504 3.14826 1.39332  -0.394
55 C 2.65590 3.91968 1.30907  -0.046
56 C 3.77062 3.76126 2.16055  -0.034
57 C 3.69337 2.80949 3.17725  -0.038
58 C 2.51031 2.09033 3.30146  0.006
59 S 0.11411 2.96382 0.28192  1.219
60 C -0.56382 1.81423 1.31310  -0.436
61 C -1.94137 1.15315 1.08522  -0.175
62 C -3.06031 2.17821 1.43119  -0.200
63 C -2.81736 3.53692 1.48305  -0.056
64 C -3.92511 4.41555 1.45126  -0.055
65 C -5.22867 3.93247 1.32630  -0.067
66 C -5.44605 2.55770 1.41347  -0.060
67 C -4.35788 1.70291 1.46559  -0.054
68 H -1.24586 0.61084 3.61437  0.107
69 H 0.14360 -0.45544 3.27376  0.111
70 H 0.40894 0.84705 4.36958  0.089
71 H 2.64655 4.63467 0.49533  0.115
72 H 4.66962 4.35078 2.01371  0.120
73 H 4.54550 2.67268 3.84755  0.127
74 H 2.37858 1.37211 4.10700  0.112
75 H -1.97731 0.14511 1.61146  0.158
76 H -1.80382 3.94812 1.54161  0.072
77 H -3.73879 5.49148 1.48326  0.110
78 H -6.08631 4.59714 1.25645  0.111
79 H -6.45425 2.15332 1.32443  0.119
80 H -4.53015 0.61690 1.44183  0.132

Gap between HOMO and LUMO = 6.74 eV
E_tot = -2566.478822 Ha
LUMO energy = -3.823 eV
Multiplicity = 1
F_max = 2.591 eV/A
Highest occupied orbital energy = -10.6 eV
Total charge = +1